Entry from the Open Molecules 2025 dataset: an isolated molecule of C4H8O2 (the ωB97M-V functional and the def2-TZVPD basis).

Structure (XYZ):
```
14
Properties=species:S:1:pos:R:3:nbo_charge:R:1
O -2.6280 0.6960 -0.2382 -0.708
O -0.0719 0.1627 1.4761 -0.500
C -0.5393 -0.3955 0.2460 0.021
C -1.2878 0.5468 -0.6594 -0.090
C 0.8929 -0.3033 0.5374 0.067
C 1.8204 0.7046 -0.0942 -0.642
H -0.7740 1.5166 -0.7082 0.168
H 2.0688 0.4038 -1.1175 0.218
H 2.7544 0.7783 0.4703 0.220
H -1.0236 -1.3678 0.3587 0.187
H 1.3765 -1.2309 0.8504 0.182
H -1.3315 0.1348 -1.6726 0.186
H -2.6034 1.0212 0.6712 0.469
H 1.3631 1.6959 -0.1231 0.221
```

## Properties
Frontier orbital gap (eV): 11.3301
HOMO energy (eV): -10.28
Strongest force on any atom (hartree/bohr): 0.0075

Entry from the Open Molecules 2025 dataset: C31H35BrN2OPPd as an isolated structure (the ωB97M-V functional and the def2-TZVPD basis).

Structure (XYZ):
```
72
Properties=species:S:1:pos:R:3:mulliken_charge:R:1
Pd 1.6321 -0.1074 -0.7753 -0.016
Br 0.0194 1.3127 -2.2785 -0.071
P 3.4072 -0.1880 0.6442 1.859
O -0.6796 -0.7985 -0.1667 -0.587
N 4.2075 -1.5025 -0.0004 -0.146
N 2.8233 -1.3576 -1.8094 -0.111
C -2.7269 1.6127 -1.7820 -0.949
C 3.8979 -1.9381 -1.2644 0.397
C 3.0796 -2.6740 -3.7717 -0.870
C 5.7439 3.6156 -0.2271 -0.496
C -3.9919 -1.5060 2.1726 -1.597
C 3.3815 0.6841 3.2076 -0.473
C -3.0784 -0.6801 0.0296 0.146
C 3.4548 -0.7820 5.1048 -0.420
C 2.4225 -1.7165 -3.0528 -0.102
C -4.2841 -2.8071 0.0263 -1.475
C 6.3061 2.5768 0.5072 -0.819
C 3.4216 0.5045 4.5768 -0.750
C 3.6953 2.3831 -0.4351 0.016
C 3.3956 -0.4443 2.3691 0.742
C -3.3063 -1.9204 0.8465 1.684
C 5.5694 1.4370 0.7739 -0.419
C -5.3252 2.2590 -3.0024 -1.476
C -6.5058 1.6045 -0.8727 -1.959
C 4.6140 -2.9194 -1.9388 -0.952
C 4.2592 1.3342 0.2909 0.431
C -5.1861 2.1024 -1.4610 1.605
C 3.3811 -1.7427 2.9067 -0.394
C -4.1218 0.1426 -0.2809 0.209
C -4.8359 3.5027 -0.8450 -1.367
C -2.0645 -2.7552 1.1810 -2.055
C -1.6496 0.8978 -1.5020 -0.552
C 4.1955 -3.2895 -3.1959 -0.263
C 4.4398 3.5234 -0.6934 -0.780
C -1.6995 -0.2585 -0.5191 0.646
C 3.4352 -1.9020 4.2767 -0.763
C -4.0245 1.2536 -1.1475 0.166
H -4.4822 2.7658 -3.4686 0.355
H -6.2091 2.8709 -3.1793 0.466
H -5.6540 4.1679 -1.1236 0.425
H -6.4935 1.5791 0.2180 0.430
H -6.7780 0.6185 -1.2538 0.473
H -4.4897 -3.7008 0.6151 0.452
H -5.4739 1.2948 -3.4895 0.405
H 6.0157 0.6361 1.3529 0.361
H 5.4838 -3.3681 -1.4781 0.424
H 3.4552 -2.8949 4.7051 0.447
H -3.3579 -0.8359 2.7548 0.414
H 7.3188 2.6592 0.8783 0.440
H -4.9599 -1.0298 2.0222 0.354
H -3.9105 3.9260 -1.2352 0.397
H -5.2319 -2.3092 -0.1752 0.378
H -1.3519 -2.2170 1.8039 0.405
H 3.4905 -0.9158 6.1785 0.438
H 2.7295 -2.9418 -4.7577 0.443
H -4.1575 -2.4109 2.7563 0.482
H 4.9653 -1.9446 0.5025 0.326
H -4.7774 3.4542 0.2421 0.392
H 1.5560 -1.2044 -3.4472 0.378
H 2.6711 2.3308 -0.7835 0.250
H -3.8426 -3.1182 -0.9218 0.395
H 3.3331 -2.6134 2.2648 0.478
H -1.5511 -3.1233 0.2933 0.381
H -2.4082 -3.6223 1.7436 0.548
H -7.2948 2.2948 -1.1672 0.424
H 6.3277 4.5028 -0.4329 0.431
H -2.6860 2.4509 -2.4616 0.515
H 4.7348 -4.0561 -3.7368 0.459
H 4.0071 4.3396 -1.2558 0.439
H -5.0955 -0.0883 0.1194 0.672
H 3.4380 1.3631 5.2340 0.445
H 3.3765 1.6832 2.7911 0.439
```

## Properties
Net charge: +3
Frontier orbital gap (eV): 5.4027
HOMO energy (eV): -16.87
Strongest force on any atom (hartree/bohr): 0.0237

Entry from the Open Molecules 2025 dataset: a 16-piece molecular cluster, C3H35O17S overall (the ωB97M-V functional and the def2-TZVPD basis).

Structure (XYZ):
```
56
Properties=species:S:1:pos:R:3:nbo_charge:R:1
S 0.0587 2.2605 -2.3061 -0.160
O -1.2580 -3.4683 -1.6407 -1.022
O 0.3547 3.3285 2.1838 -0.997
O 1.8267 -0.4349 1.5756 -0.812
O 0.8927 -2.9161 4.0284 -0.941
O 3.1382 3.5652 -0.4496 -0.996
O -3.6749 2.0273 -0.1177 -0.996
O -3.7748 -0.4597 -1.3913 -1.022
O -2.4288 -1.7137 -3.4951 -1.023
O 0.9899 5.0110 0.2098 -0.996
O 2.8034 2.1039 1.8418 -1.018
O -0.3926 -0.3925 1.5653 -0.826
O -2.2704 -1.9084 0.4377 -1.004
O -0.0482 -0.6172 -4.0159 -1.006
O 1.3314 -2.6236 -1.9140 -1.022
O 1.2957 -4.4158 1.8899 -0.989
O 2.7954 -2.6385 0.2876 -1.015
O -1.9407 1.8846 2.0368 -1.018
C -0.2658 1.3521 -0.7470 -0.502
C 0.8312 0.3644 -0.4158 -0.554
C 0.7241 -0.1823 1.0060 0.829
H 1.5598 -2.2337 3.8751 0.498
H 1.8226 0.7981 -0.5239 0.218
H -3.0935 1.9530 0.6863 0.517
H -2.0330 -2.4272 -2.9312 0.501
H 2.3209 -3.3105 0.8613 0.509
H 1.9282 2.4869 2.0774 0.493
H -1.1877 2.5050 2.0554 0.499
H 2.6108 1.1417 1.7463 0.510
H -3.3226 2.7248 -0.6652 0.472
H 2.9320 2.9558 -1.1807 0.486
H 1.8496 4.5734 -0.0199 0.517
H 0.0899 -2.4517 3.7542 0.491
H -3.2351 -0.9292 -0.7129 0.492
H -0.9489 -1.0210 -3.9302 0.508
H 2.7138 -1.7695 0.7467 0.513
H -2.8217 -2.2654 1.1475 0.482
H -3.7685 0.4681 -1.0444 0.504
H 0.4436 5.0361 -0.5764 0.486
H 0.1428 1.1940 -3.1403 0.198
H 0.5081 -1.1579 -3.4314 0.475
H 1.8811 -2.6474 -1.0690 0.519
H 1.7989 -3.1772 -2.5658 0.479
H 0.5618 3.9647 1.4412 0.517
H -3.0026 -1.1751 -2.8949 0.513
H -1.6116 -1.2958 0.8628 0.524
H -1.6238 -2.9894 -0.8607 0.498
H 0.3793 3.8623 2.9832 0.484
H -0.3287 -3.1648 -1.7559 0.500
H 0.8233 -0.4871 -1.1035 0.255
H -0.3514 2.1456 -0.0091 0.212
H 3.1239 2.9789 0.3586 0.513
H 1.1371 -3.8881 2.7211 0.497
H -1.2382 0.8703 -0.8293 0.229
H 0.4598 -4.3964 1.4161 0.474
H -1.5081 1.0021 1.9422 0.507
```

## Properties
Net charge: -1
Frontier orbital gap (eV): 8.8060
HOMO energy (eV): -6.40
Strongest force on any atom (hartree/bohr): 0.0203

- The lowest HOMO energy belongs to which entry?
  C31H35BrN2OPPd

- Among the records above, which one has the lowest frontier orbital gap?
  C31H35BrN2OPPd